Record 1
Entry from the OMol25 dataset: the molecule C27H29N3O5S at a distorted geometry (ωB97M-V/def2-TZVPD).

SMILES: CCN(c1ccccc1)S(=O)(=O)c1ccc(OC)c(NC(=O)[C@H]2CC(=O)N(Cc3ccccc3)C2)c1
Lowest unoccupied orbital energy (eV): 0.2
Kohn-Sham gap (eV): 8.53
HOMO (eV): -8.28

```
! RIJCOSX wB97M-V def2-TZVPD def2/J DEFGRID3
* xyz 0 1
C 2.651 1.813 3.167
H 2.593 2.352 4.109
H 3.408 1.038 3.257
H 1.687 1.350 2.972
C 3.053 2.782 2.057
N 3.113 2.185 0.737
C 1.984 2.042 -0.063
C 0.689 2.234 0.424
C -0.405 2.014 -0.392
C -0.240 1.604 -1.703
C 1.043 1.450 -2.204
C 2.144 1.673 -1.400
H 3.138 1.576 -1.802
H 1.190 1.159 -3.233
H -1.102 1.424 -2.328
H -1.399 2.160 0.006
H 0.523 2.540 1.443
S 4.461 1.233 0.401
O 5.225 1.137 1.608
O 5.147 1.725 -0.759
C 3.755 -0.364 -0.027
C 4.345 -1.128 -1.009
C 3.744 -2.314 -1.409
C 2.530 -2.700 -0.863
C 1.931 -1.902 0.136
C 2.576 -0.760 0.574
H 2.131 -0.169 1.353
N 0.666 -2.280 0.591
C -0.174 -1.569 1.394
O 0.137 -0.580 2.016
C -1.597 -2.119 1.381
H -1.583 -3.211 1.326
C -2.423 -1.645 2.575
C -3.780 -1.276 2.003
O -4.790 -1.032 2.622
N -3.671 -1.275 0.655
C -2.342 -1.531 0.162
H -1.866 -0.599 -0.178
H -2.377 -2.227 -0.683
C -4.712 -0.801 -0.228
C -4.397 0.574 -0.760
C -4.140 0.785 -2.107
C -3.829 2.053 -2.570
C -3.763 3.117 -1.688
C -4.015 2.912 -0.341
C -4.332 1.647 0.120
H -4.532 1.482 1.169
H -3.967 3.741 0.350
H -3.515 4.104 -2.049
H -3.635 2.209 -3.622
H -4.188 -0.045 -2.799
H -4.838 -1.514 -1.050
H -5.628 -0.776 0.371
H -1.973 -0.745 3.003
H -2.518 -2.387 3.365
H 0.310 -3.108 0.133
O 1.822 -3.811 -1.229
C 2.366 -4.659 -2.215
H 3.328 -5.073 -1.899
H 1.647 -5.469 -2.333
H 2.485 -4.138 -3.169
H 4.221 -2.912 -2.169
H 5.260 -0.786 -1.466
H 2.371 3.635 2.009
H 4.058 3.156 2.262
*
```



Record 2
Entry from the OMol25 dataset: a cluster of 2 separate species, C4H8O in total at a distorted geometry (ωB97M-V/def2-TZVPD).

SMILES: CC=O.C=C
Lowest unoccupied orbital energy (eV): 0.9
Kohn-Sham gap (eV): 10.63
HOMO (eV): -9.70

```
! RIJCOSX wB97M-V def2-TZVPD def2/J DEFGRID3
* xyz 0 1
C 1.538 -1.151 -1.116
C 2.286 -2.034 -0.470
H 0.487 -1.029 -0.883
H 1.984 -0.569 -1.913
H 1.826 -2.534 0.376
H 3.290 -2.273 -0.798
O -1.377 -0.075 -0.440
C -1.862 0.576 0.451
C -1.435 1.929 0.898
H -2.869 0.258 0.802
H -1.533 2.040 1.983
H -1.956 2.768 0.433
H -0.380 2.094 0.677
*
```



Record 3
Entry from the OMol25 dataset: the molecule C5H6 at a distorted geometry (ωB97M-V/def2-TZVPD).

Lowest unoccupied orbital energy (eV): 0.5
Kohn-Sham gap (eV): 8.40
HOMO (eV): -7.89

```
! RIJCOSX wB97M-V def2-TZVPD def2/J DEFGRID3
* xyz 0 1
C -0.378 -0.914 -0.129
C -0.300 -2.168 0.182
C 0.733 1.309 -0.166
C -0.267 0.356 -0.695
C -0.215 1.112 0.975
H -0.634 -2.557 1.106
H 0.413 -2.705 -0.225
H 1.632 0.657 -0.002
H 1.004 2.257 -0.581
H -0.977 0.736 -1.387
H -1.012 1.917 0.922
*
```



Record 4
Entry from the OMol25 dataset: a structure of composition C37H43NO2PRu at a distorted geometry (ωB97M-V/def2-TZVPD).

Lowest unoccupied orbital energy (spin up / spin down) (eV): -2.5 / -5.0
Kohn-Sham gap (spin up / spin down) (eV): 6.38 / 6.02
HOMO (spin up / spin down) (eV): -8.87 / -11.03

```
! RIJCOSX wB97M-V def2-TZVPD def2/J DEFGRID3
* xyz 1 5
O 0.186 -0.262 -7.334
C 0.037 1.045 -7.972
C -0.135 0.490 -9.386
H 0.939 1.644 -7.842
H -0.855 1.554 -7.596
C 0.034 -0.881 -8.661
H 0.687 0.741 -10.064
H -1.139 0.665 -9.793
C 1.294 -1.626 -9.059
H 2.164 -0.959 -9.019
H 1.188 -1.992 -10.091
H 1.441 -2.486 -8.389
C -1.198 -1.763 -8.758
H -2.106 -1.209 -8.483
H -1.079 -2.645 -8.114
H -1.310 -2.102 -9.799
Ru -0.365 -0.906 1.019
C -2.416 -1.061 1.414
C -2.398 0.378 1.576
C -2.247 0.967 0.295
H -2.521 0.906 2.518
C -2.188 -0.051 -0.677
C -2.239 -1.321 -0.010
H -2.309 -2.297 -0.481
H -2.649 -1.811 2.165
H -2.194 2.036 0.090
H -2.178 0.078 -1.753
C 1.190 -2.569 1.646
C 0.069 -2.943 0.817
C 0.314 -2.389 -0.501
H -0.752 -3.603 1.086
C 1.580 -1.727 -0.468
C 2.111 -1.835 0.835
H 3.053 -1.410 1.171
H 1.311 -2.857 2.686
H -0.282 -2.590 -1.387
H 2.043 -1.238 -1.318
O 0.749 0.066 -2.728
C -0.140 -0.633 -3.625
C -0.705 0.379 -4.618
H -0.934 -1.146 -3.053
H 0.454 -1.406 -4.145
C 0.189 1.614 -4.404
H -1.751 0.625 -4.395
H -0.658 -0.051 -5.614
C 0.541 1.481 -2.929
H -0.264 2.568 -4.676
H 1.107 1.480 -4.993
H -0.315 1.839 -2.326
H 1.445 2.005 -2.599
N 0.199 -0.093 2.493
P 0.315 0.479 4.012
C -0.486 2.084 4.164
C -1.727 2.190 4.820
C -2.311 3.440 5.029
C -1.676 4.602 4.585
C -0.452 4.506 3.912
C 0.141 3.260 3.697
C -0.500 -0.736 5.075
C -0.576 -0.452 6.454
C -1.175 -1.357 7.332
C -1.700 -2.558 6.848
C -1.601 -2.864 5.487
C -0.988 -1.972 4.603
C 2.022 0.677 4.548
C 3.016 -0.221 4.111
C 4.281 -0.206 4.703
C 4.581 0.710 5.720
C 3.607 1.619 6.142
C 2.338 1.609 5.559
H -2.228 1.294 5.193
H -3.268 3.504 5.552
H -2.126 5.580 4.773
H 0.047 5.412 3.567
H 1.100 3.195 3.178
H -0.155 0.479 6.841
H -1.224 -1.119 8.393
H -2.174 -3.263 7.531
H -1.993 -3.812 5.106
H -0.890 -2.251 3.552
H 2.785 -0.947 3.330
H 5.036 -0.929 4.387
H 5.567 0.704 6.189
H 3.829 2.326 6.944
H 1.584 2.316 5.910
*
```



Record 5
Entry from the OMol25 dataset: a cluster of 7 separate species, C21H46NO10 in total at a distorted geometry (ωB97M-V/def2-TZVPD).

Lowest unoccupied orbital energy (spin up / spin down) (eV): 0.4 / 0.1
Kohn-Sham gap (spin up / spin down) (eV): 9.02 / 9.61
HOMO (spin up / spin down) (eV): -8.62 / -9.52

```
! RIJCOSX wB97M-V def2-TZVPD def2/J DEFGRID3
* xyz 0 2
C 1.361 1.886 -0.860
C 0.511 1.382 0.025
C -0.494 0.350 0.791
C 0.243 -0.488 1.971
C 1.465 -1.405 1.476
O 1.860 -2.344 2.264
O 2.157 -1.294 0.212
C 3.326 -0.460 0.458
C 4.278 0.099 -0.742
O 3.657 -0.071 1.643
C -1.241 -0.674 -0.218
C -2.824 -0.392 -0.427
C -3.205 -1.118 -1.856
C -3.765 -1.171 0.679
N -3.186 1.049 -0.601
O -2.896 1.517 -1.802
C -2.706 1.927 0.513
C -4.012 2.289 1.441
C -2.187 3.380 -0.051
C -1.618 1.268 1.503
H 2.038 2.296 -1.705
H -0.560 -1.210 2.413
H 0.517 0.245 2.830
H 3.780 -0.053 -1.770
H 5.308 -0.412 -0.706
H 4.463 1.222 -0.516
H -1.046 -1.770 0.095
H -0.752 -0.511 -1.267
H -3.292 -2.272 -1.687
H -2.436 -0.868 -2.670
H -4.279 -0.753 -2.107
H -3.046 -1.374 1.578
H -4.625 -0.513 1.069
H -4.128 -2.200 0.297
H -4.936 2.535 0.788
H -3.714 3.239 2.050
H -4.274 1.429 2.181
H -1.315 3.288 -0.791
H -1.915 3.991 0.906
H -3.073 3.954 -0.539
H -2.109 0.628 2.348
H -1.084 2.136 2.056
C -7.042 -2.997 0.118
O -6.266 -3.517 1.186
H -6.390 -2.434 -0.551
H -7.504 -3.819 -0.435
H -7.814 -2.332 0.514
H -6.867 -4.010 1.762
C 3.440 0.855 -4.613
O 4.594 1.044 -3.809
H 2.597 1.370 -4.148
H 3.613 1.272 -5.608
H 3.215 -0.211 -4.689
H 5.323 0.579 -4.245
C -1.607 -4.810 -1.438
O -2.446 -4.370 -2.496
H -2.058 -4.522 -0.487
H -1.508 -5.898 -1.476
H -0.624 -4.341 -1.529
H -2.023 -4.638 -3.324
C 6.648 2.848 -5.613
O 6.610 1.654 -6.380
H 5.626 3.172 -5.413
H 7.159 2.659 -4.666
H 7.171 3.628 -6.171
H 7.527 1.390 -6.542
C 0.036 -0.337 6.127
O -0.603 -1.317 5.325
H -0.622 -0.077 6.957
H 0.974 -0.737 6.519
H 0.232 0.557 5.528
H 0.001 -1.528 4.598
C 4.587 1.714 4.116
O 4.894 3.095 3.997
H 4.053 1.550 5.053
H 3.954 1.407 3.281
H 5.511 1.131 4.119
H 5.365 3.212 3.161
*
```



Record 6
Entry from the OMol25 dataset: a structure of composition C21H22KN4O4 at a distorted geometry (ωB97M-V/def2-TZVPD).

Lowest unoccupied orbital energy (eV): -3.6
Kohn-Sham gap (eV): 7.99
HOMO (eV): -11.55

```
! RIJCOSX wB97M-V def2-TZVPD def2/J DEFGRID3
* xyz 1 1
C 2.794 -1.888 3.868
C 2.621 -1.626 2.305
C 4.027 -1.051 1.794
O 3.859 -0.620 0.429
C 3.516 0.764 0.333
C 2.019 1.023 -0.070
C 1.222 0.123 -0.943
N 1.845 -1.087 -1.524
C 1.551 -2.093 -0.863
O 1.009 -3.062 -0.496
C -0.212 0.383 -1.278
C -0.888 -0.682 -2.156
C -1.569 -1.894 -1.592
C -2.140 -2.834 -2.621
N -2.174 -2.746 -4.013
C -1.554 -1.643 -4.528
C -0.911 -0.654 -3.646
C -0.898 1.591 -0.784
C -2.379 1.965 -1.123
C -3.433 0.807 -0.916
C -3.377 0.127 0.519
N -4.388 0.829 1.373
C -0.097 2.477 0.086
C 1.314 2.198 0.452
C 1.774 3.337 1.410
O 2.855 3.480 1.915
N 0.644 4.212 1.651
C -0.493 3.794 0.813
O -1.506 4.436 0.820
H 3.417 -1.040 4.269
H 3.320 -2.874 4.004
H 1.776 -1.908 4.351
H 1.827 -0.863 2.073
H 2.474 -2.580 1.719
H 4.415 -0.248 2.483
H 4.792 -1.883 1.811
H 4.160 1.192 -0.498
H 3.746 1.355 1.258
H -1.638 -2.060 -0.485
H -2.641 -3.784 -2.179
H -1.554 -1.525 -5.644
H -0.392 0.210 -4.143
H -2.655 2.851 -0.484
H -2.404 2.314 -2.201
H -3.380 0.082 -1.773
H -4.452 1.292 -0.987
H -3.645 -0.957 0.371
H -2.357 0.194 0.987
H -5.068 0.139 1.688
H -3.943 1.317 2.149
H 0.284 4.013 2.599
K -1.113 -4.903 -2.585
*
```



Record 7
Entry from the OMol25 dataset: a structure of composition C24H24Cl5N5OPbS (ωB97M-V/def2-TZVPD).

Lowest unoccupied orbital energy (eV): -6.3
Kohn-Sham gap (eV): 7.88
HOMO (eV): -14.19

```
! RIJCOSX wB97M-V def2-TZVPD def2/J DEFGRID3
* xyz 2 1
Pb -0.411 0.091 0.070
C 4.924 -1.289 3.224
C 3.768 -2.205 2.848
N 3.382 -2.126 1.434
C 2.767 -1.088 0.878
S 2.136 -1.481 -0.783
N 2.589 0.038 1.480
N 1.722 0.921 0.887
C 1.960 2.180 0.994
C 3.184 2.735 1.641
C 0.956 3.101 0.399
C 1.148 4.472 0.402
C 0.208 5.291 -0.214
C -0.893 4.716 -0.820
C -1.024 3.337 -0.770
N -0.130 2.552 -0.174
H 5.137 -1.410 4.285
H 4.679 -0.245 3.039
H 5.825 -1.546 2.668
H 2.887 -1.992 3.456
H 4.048 -3.242 3.020
H 3.586 -2.910 0.836
H 3.810 1.934 2.018
H 2.910 3.395 2.466
H 3.759 3.324 0.923
H 2.019 4.903 0.873
H 0.344 6.364 -0.221
H -1.640 5.314 -1.322
H -1.875 2.845 -1.228
Cl 0.429 -0.715 -3.261
C 1.793 0.273 -2.851
C 2.629 -0.092 -1.793
C 3.834 0.598 -1.629
Cl 5.025 0.067 -0.516
C 4.112 1.725 -2.409
Cl 5.547 2.613 -2.142
C 3.229 2.122 -3.412
Cl 3.573 3.491 -4.367
C 2.077 1.371 -3.656
Cl 1.029 1.802 -4.936
O -2.162 -2.400 0.403
C -3.592 -2.232 0.410
C -3.989 -1.507 1.675
C -3.380 -0.090 1.818
C -2.294 -0.032 2.859
C -2.642 -0.135 4.202
C -1.661 -0.145 5.173
C -0.333 -0.041 4.780
C -0.055 0.076 3.438
N -1.009 0.081 2.488
H -1.946 -3.131 -0.185
H -4.082 -3.206 0.388
H -3.904 -1.670 -0.477
H -3.691 -2.121 2.527
H -5.077 -1.441 1.691
H -4.165 0.607 2.110
H -3.005 0.266 0.853
H -3.688 -0.210 4.469
H -1.924 -0.230 6.219
H 0.472 -0.040 5.502
H 0.967 0.177 3.098
*
```



Record 8
Entry from the OMol25 dataset: a cluster of 2 separate species, C4H7BO in total at a distorted geometry (ωB97M-V/def2-TZVPD).

SMILES: C/C=B/O.C#C
Lowest unoccupied orbital energy (eV): 0.2
Kohn-Sham gap (eV): 8.12
HOMO (eV): -7.92

```
! RIJCOSX wB97M-V def2-TZVPD def2/J DEFGRID3
* xyz 0 1
B 0.225 -1.367 0.656
C 1.926 0.876 -2.041
C -1.756 0.458 0.811
C 0.744 1.066 -1.785
C -0.326 -0.116 0.676
O 1.119 -2.297 0.466
H 2.946 0.952 -1.735
H -1.765 1.197 1.537
H -2.388 -0.498 1.172
H -2.161 0.791 -0.123
H -0.311 0.980 -1.760
H 0.400 0.696 0.886
H 1.348 -2.739 1.240
*
```



Record 9
Entry from the OMol25 dataset: a structure of composition C3H6O2 at a distorted geometry (ωB97M-V/def2-TZVPD).

Lowest unoccupied orbital energy (eV): -0.1
Kohn-Sham gap (eV): 10.00
HOMO (eV): -10.05

```
! RIJCOSX wB97M-V def2-TZVPD def2/J DEFGRID3
* xyz 0 1
C 1.283 -0.991 -0.113
C -1.132 -0.753 -0.009
C 0.205 -0.226 -0.305
O -2.188 -0.214 -0.259
O 0.379 0.985 -0.979
H 2.213 -0.815 -0.408
H 1.346 -1.920 0.449
H -1.014 -1.736 0.375
H -0.868 2.379 1.034
H -1.337 1.813 0.761
H 1.113 1.478 -0.546
*
```



Record 10
Entry from the OMol25 dataset: the ion C4H9N2Se with charge +1 at a distorted geometry (ωB97M-V/def2-TZVPD).

SMILES: CNCC=[N+]=C[SeH]
Lowest unoccupied orbital energy (eV): -4.8
Kohn-Sham gap (eV): 8.14
HOMO (eV): -12.95

```
! RIJCOSX wB97M-V def2-TZVPD def2/J DEFGRID3
* xyz 1 1
C 0.560 1.100 -0.256
C -0.655 0.765 -1.075
C 1.345 -0.015 1.769
C -0.843 -1.667 -1.278
N 1.029 0.568 0.712
N -1.390 -0.473 -0.775
Se 1.199 0.506 3.543
H 1.021 1.904 -0.747
H -1.322 1.555 -0.946
H -0.223 0.883 -2.029
H 1.979 -0.925 1.704
H -1.626 -2.474 -1.391
H -0.522 -1.332 -2.344
H 0.127 -1.889 -0.771
H -1.501 -0.408 0.240
H 0.822 1.899 3.641
*
```



Number 6 is which compound?
C21H22KN4O4



Which formula does entry 5 have?
C21H46NO10